Entry 1:
{"formula": "C5H12N3", "method": "wB97M-V/def2-TZVPD", "multiplicity": 1, "e_above_lowest_kj_mol": 365.18, "charge": 1, "energy_ev": -9840.4270, "smiles": "C/[NH+]=C/C=C(/C)NN", "symbols": ["C", "N", "C", "C", "C", "C", "N", "N", "H", "H", "H", "H", "H", "H", "H", "H", "H", "H", "H", "H"], "coordinates": [[-0.57, -2.04, -1.73], [0.07, -1.20, -0.73], [0.07, -1.41, 0.54], [0.53, -0.40, 1.40], [0.50, 0.90, 0.85], [1.28, 2.08, 1.42], [-0.22, 1.21, -0.27], [-1.36, 0.65, -0.70], [-1.38, -2.63, -1.17], [-0.77, -1.39, -2.59], [0.02, -2.77, -2.14], [0.56, -0.40, -1.07], [-0.29, -2.32, 0.79], [0.59, -0.44, 2.49], [2.31, 1.54, 1.39], [1.19, 2.06, 2.51], [1.36, 3.02, 0.86], [-0.05, 2.21, -0.48], [-1.95, 1.34, -1.23], [-1.89, -0.01, -0.14]]}

***

Entry 2:
{"formula": "C5H12N2O", "method": "wB97M-V/def2-TZVPD", "multiplicity": 1, "e_above_lowest_kj_mol": 230.10, "charge": 0, "energy_ev": -10406.0391, "smiles": "[H]/N=C(/C)CN.CC=O", "symbols": ["H", "N", "C", "C", "C", "N", "H", "H", "H", "H", "H", "H", "H", "C", "C", "O", "H", "H", "H", "H"], "coordinates": [[-0.21, -0.72, 2.18], [-1.18, -0.40, 1.90], [-1.19, 0.39, 0.93], [-2.43, 0.67, 0.15], [0.12, 1.21, 0.40], [0.19, 1.53, -1.01], [-2.60, 1.75, 0.07], [-2.34, 0.27, -0.86], [-3.28, 0.20, 0.64], [1.07, 0.81, 0.75], [0.01, 2.16, 0.95], [-0.57, 2.15, -1.29], [0.12, 0.69, -1.58], [2.23, -1.34, -0.85], [1.12, -1.73, 0.07], [1.18, -1.68, 1.29], [3.03, -0.84, -0.31], [1.85, -0.71, -1.65], [2.61, -2.24, -1.33], [0.23, -2.16, -0.42]]}

***

Entry 3:
{"formula": "C19H39F3N2O6", "method": "wB97M-V/def2-TZVPD", "multiplicity": 1, "charge": 0, "energy_ev": -43751.3420, "smiles": "C#CN(CCCCN)C(=O)OC[C@@H](O)C(F)(F)F.CC(C)O.CC(C)O.CC(C)O", "symbols": ["C", "C", "N", "C", "C", "C", "C", "N", "C", "O", "O", "C", "C", "O", "C", "F", "F", "F", "H", "H", "H", "H", "H", "H", "H", "H", "H", "H", "H", "H", "H", "H", "H", "C", "C", "C", "O", "H", "H", "H", "H", "H", "H", "H", "H", "C", "C", "C", "O", "H", "H", "H", "H", "H", "H", "H", "H", "C", "C", "C", "O", "H", "H", "H", "H", "H", "H", "H", "H"], "coordinates": [[-0.53, -4.09, -0.86], [-0.09, -3.23, -1.57], [0.42, -2.25, -2.38], [1.57, -1.54, -1.76], [2.56, -0.94, -2.75], [3.37, 0.16, -2.05], [2.72, 1.52, -2.13], [2.68, 2.04, -3.51], [-0.54, -1.42, -2.95], [-0.33, -0.28, -3.27], [-1.72, -2.05, -3.18], [-2.76, -1.67, -2.27], [-3.38, -0.34, -2.64], [-4.26, -0.51, -3.72], [-4.11, 0.23, -1.42], [-4.89, 1.27, -1.74], [-4.87, -0.68, -0.80], [-3.19, 0.69, -0.54], [-0.84, -4.82, -0.16], [2.10, -2.29, -1.17], [1.21, -0.79, -1.06], [2.04, -0.55, -3.62], [3.23, -1.73, -3.10], [4.40, 0.19, -2.41], [3.42, -0.11, -0.99], [3.32, 2.21, -1.54], [1.72, 1.51, -1.68], [2.78, 1.28, -4.18], [1.80, 2.50, -3.70], [-3.53, -2.44, -2.35], [-2.41, -1.68, -1.24], [-2.60, 0.39, -2.88], [-4.17, 0.25, -4.31], [3.33, 3.06, 2.34], [2.98, 1.80, 1.58], [2.56, 0.66, 2.49], [4.08, 1.39, 0.76], [4.17, 2.88, 3.02], [3.62, 3.86, 1.66], [2.48, 3.41, 2.93], [2.17, 2.01, 0.87], [3.37, 0.40, 3.17], [2.31, -0.23, 1.92], [1.69, 0.94, 3.10], [4.83, 1.20, 1.34], [3.00, -4.99, 2.98], [3.58, -3.64, 2.61], [4.90, -3.38, 3.31], [2.65, -2.59, 2.89], [2.80, -5.03, 4.06], [2.06, -5.16, 2.46], [3.69, -5.80, 2.73], [3.73, -3.60, 1.53], [4.76, -3.37, 4.39], [5.30, -2.40, 3.02], [5.64, -4.14, 3.07], [2.48, -2.59, 3.84], [-7.28, 2.71, 1.24], [-6.20, 3.75, 1.49], [-6.30, 4.91, 0.51], [-4.90, 3.15, 1.42], [-7.17, 2.29, 0.23], [-7.19, 1.88, 1.95], [-8.27, 3.14, 1.33], [-6.28, 4.12, 2.51], [-6.18, 4.55, -0.51], [-5.52, 5.65, 0.71], [-7.27, 5.40, 0.59], [-4.78, 2.81, 0.53]]}

***

Entry 4:
{"formula": "C3H2NO3", "method": "wB97M-V/def2-TZVPD", "multiplicity": 1, "e_above_lowest_kj_mol": 275.84, "charge": -1, "energy_ev": -10774.9105, "symbols": ["C", "C", "C", "N", "O", "O", "O", "H", "H"], "coordinates": [[-2.12, -0.42, 0.15], [2.02, -0.43, -0.33], [-0.20, -1.32, -0.74], [1.07, -1.26, -0.67], [-0.80, -0.25, 0.11], [2.97, -0.70, 0.40], [-2.67, -1.43, -0.05], [-2.60, 0.63, 0.36], [1.94, 0.49, -0.76]]}

***

Entry 5:
{"formula": "C4H15BrNO4P2", "method": "wB97M-V/def2-TZVPD", "multiplicity": 1, "e_above_lowest_kj_mol": 0.00, "charge": 1, "energy_ev": -102685.8175, "symbols": ["O", "P", "O", "O", "P", "Br", "H", "H", "H", "H", "C", "C", "C", "O", "C", "N", "H", "H", "H", "H", "H", "H", "H", "H", "H", "H", "H"], "coordinates": [[3.08, 1.38, 4.19], [2.99, 1.27, 2.74], [3.29, 2.57, 1.91], [3.79, 0.15, 1.99], [0.82, 0.83, 2.44], [0.42, -1.12, 3.17], [2.71, 2.79, 1.17], [3.71, -0.74, 2.38], [0.07, 1.76, 3.17], [0.35, 0.86, 1.10], [-2.18, -1.24, -2.58], [-1.47, -1.67, -1.30], [-1.41, -0.58, -0.23], [-0.45, 0.46, -0.48], [-0.85, 1.46, -1.41], [-0.16, -2.22, -1.65], [-1.54, -0.63, -3.21], [-2.46, -2.12, -3.16], [-3.09, -0.68, -2.36], [-2.05, -2.49, -0.85], [-1.08, -1.03, 0.71], [-2.40, -0.13, -0.07], [-1.92, 1.66, -1.34], [-0.61, 1.17, -2.44], [-0.30, 2.38, -1.18], [0.28, -2.64, -0.83], [0.46, -1.45, -1.91]]}

***

Entry 6:
{"formula": "C3H9NS2", "method": "wB97M-V/def2-TZVPD", "multiplicity": 1, "e_above_lowest_kj_mol": 107.45, "charge": 0, "energy_ev": -26416.5631, "smiles": "C=CN.CSS", "symbols": ["C", "C", "N", "H", "H", "H", "H", "H", "C", "S", "S", "H", "H", "H", "H"], "coordinates": [[-1.93, -0.02, -1.50], [-1.86, 0.12, -0.18], [-2.14, 1.28, 0.49], [-2.25, 0.80, -2.11], [-1.83, -0.98, -1.98], [-1.86, -0.75, 0.46], [-2.14, 1.26, 1.50], [-2.61, 2.00, -0.03], [3.15, -0.96, 0.10], [2.03, 0.45, -0.17], [1.22, 0.57, 1.73], [2.54, -1.84, 0.29], [3.85, -0.65, 0.86], [3.69, -1.18, -0.82], [0.13, -0.09, 1.36]]}

***

Entry 7:
{"formula": "C5H9N", "method": "wB97M-V/def2-TZVPD", "multiplicity": 1, "e_above_lowest_kj_mol": 44.47, "charge": 0, "energy_ev": -6820.5340, "smiles": "CC(C)CC#N", "symbols": ["C", "C", "C", "C", "C", "N", "H", "H", "H", "H", "H", "H", "H", "H", "H"], "coordinates": [[-0.77, -0.06, -1.50], [0.32, -0.76, -0.64], [1.66, 0.02, -0.90], [-0.11, -0.86, 0.86], [-0.62, 0.45, 1.36], [-0.88, 1.54, 1.63], [-0.83, 1.00, -1.24], [-0.48, -0.09, -2.55], [-1.82, -0.52, -1.32], [0.44, -1.77, -1.01], [2.48, -0.56, -0.41], [1.91, 0.14, -1.89], [1.67, 1.04, -0.49], [-0.90, -1.68, 1.01], [0.82, -1.00, 1.43]]}

***

Entry 8:
{"formula": "C6H10O", "method": "wB97M-V/def2-TZVPD", "multiplicity": 1, "e_above_lowest_kj_mol": 69.19, "charge": 0, "energy_ev": -8430.5233, "smiles": "CC1=CCC[C@H]1O", "symbols": ["C", "C", "C", "C", "C", "C", "O", "H", "H", "H", "H", "H", "H", "H", "H", "H", "H"], "coordinates": [[-2.18, -0.31, 0.25], [-0.75, 0.05, 0.09], [-0.20, 1.26, -0.13], [1.27, 1.19, -0.42], [1.53, -0.31, -0.61], [0.33, -1.03, 0.04], [0.56, -1.52, 1.34], [-2.29, -0.98, 1.11], [-2.54, -0.86, -0.62], [-2.83, 0.55, 0.38], [-0.71, 2.21, -0.02], [1.85, 1.63, 0.40], [1.54, 1.78, -1.31], [1.54, -0.55, -1.68], [2.47, -0.66, -0.18], [0.02, -1.92, -0.52], [0.39, -0.52, 1.88]]}

***

Entry 9:
{"formula": "C34H58CrN10O2S", "method": "wB97M-V/def2-TZVPD", "multiplicity": 5, "e_above_lowest_kj_mol": 348.70, "charge": 0, "s_squared": 6.02, "energy_ev": -94446.2069, "symbols": ["Cr", "C", "N", "C", "C", "N", "C", "C", "N", "C", "C", "N", "C", "N", "C", "C", "N", "C", "C", "C", "C", "N", "C", "N", "C", "C", "N", "C", "C", "N", "C", "C", "H", "H", "H", "H", "H", "H", "H", "H", "H", "H", "H", "H", "H", "H", "H", "H", "H", "H", "H", "H", "H", "H", "H", "H", "H", "H", "H", "H", "H", "H", "H", "H", "H", "H", "H", "H", "H", "H", "H", "H", "H", "H", "H", "H", "H", "H", "H", "H", "S", "C", "C", "C", "C", "C", "C", "H", "H", "H", "H", "H", "O", "C", "O", "C", "C", "C", "C", "C", "C", "H", "H", "H", "H", "H"], "coordinates": [[0.31, -0.98, 1.34], [-2.62, -2.42, 2.17], [-2.29, -1.80, 3.44], [-3.45, -1.16, 4.09], [-1.06, -1.74, 4.00], [0.08, -1.72, 3.26], [1.35, -2.24, 3.82], [2.23, -2.71, 2.61], [2.37, -1.59, 1.66], [2.75, -1.98, 0.27], [1.58, -2.71, -0.42], [0.32, -1.80, -0.44], [-0.74, -2.08, -1.26], [-0.94, -3.36, -1.75], [-0.09, -4.03, -2.73], [-2.32, -3.86, -1.75], [-1.57, -1.07, -1.64], [-2.03, -0.93, -3.03], [-1.74, 0.16, -0.84], [3.18, -0.48, 2.22], [2.40, 0.89, 2.33], [1.03, 0.94, 1.93], [0.65, 2.14, 1.50], [1.44, 3.06, 0.88], [2.01, 2.81, -0.44], [1.73, 4.32, 1.66], [-0.57, 2.55, 1.94], [-1.42, 1.70, 2.70], [-1.16, 3.82, 1.57], [-0.99, -1.62, 5.33], [-1.89, -2.37, 6.20], [-0.07, -0.76, 6.06], [-3.31, -3.29, 2.31], [-1.67, -2.78, 1.74], [-3.07, -1.68, 1.50], [-3.86, -0.37, 3.42], [-3.27, -0.79, 5.12], [-4.21, -1.98, 4.13], [1.11, -3.10, 4.45], [1.79, -1.45, 4.46], [1.69, -3.51, 2.11], [3.19, -3.06, 2.96], [3.62, -2.66, 0.29], [3.03, -1.06, -0.27], [1.32, -3.64, 0.04], [2.02, -2.86, -1.44], [0.59, -3.34, -3.28], [-0.65, -4.58, -3.49], [0.57, -4.77, -2.19], [-2.88, -3.58, -0.84], [-2.26, -5.01, -1.76], [-2.89, -3.56, -2.65], [-1.16, -0.55, -3.64], [-2.89, -0.24, -3.06], [-2.28, -1.91, -3.50], [-1.22, 0.06, 0.13], [-2.76, 0.37, -0.63], [-1.33, 1.01, -1.36], [3.99, -0.36, 1.52], [3.62, -0.77, 3.15], [3.02, 1.54, 1.75], [2.61, 1.19, 3.37], [1.63, 1.89, -0.87], [3.10, 2.73, -0.41], [1.72, 3.66, -1.07], [1.41, 4.23, 2.69], [1.21, 5.18, 1.16], [2.82, 4.49, 1.70], [-0.82, 1.05, 3.28], [-2.05, 1.16, 1.99], [-2.14, 2.31, 3.30], [-0.83, 4.24, 0.57], [-0.94, 4.50, 2.40], [-2.25, 3.64, 1.59], [-2.40, -3.27, 5.73], [-2.69, -1.77, 6.67], [-1.31, -2.79, 7.03], [0.46, -0.07, 5.37], [0.63, -1.35, 6.70], [-0.67, -0.17, 6.81], [-1.76, 3.07, -4.64], [-3.20, 3.90, -4.36], [-3.34, 4.93, -3.38], [-4.57, 5.47, -3.19], [-5.69, 5.02, -3.87], [-5.57, 4.15, -4.97], [-4.34, 3.59, -5.17], [-2.53, 5.30, -2.79], [-4.75, 6.33, -2.50], [-6.66, 5.54, -3.72], [-6.45, 3.87, -5.56], [-4.10, 2.99, -6.03], [2.15, -1.50, -2.99], [3.02, -0.57, -2.93], [3.04, 0.34, -2.06], [4.01, -0.55, -4.09], [4.74, 0.70, -4.25], [5.61, 0.82, -5.30], [6.00, -0.29, -6.08], [5.36, -1.54, -5.87], [4.42, -1.64, -4.87], [4.55, 1.51, -3.54], [6.03, 1.80, -5.50], [6.82, -0.21, -6.80], [5.61, -2.41, -6.47], [3.81, -2.55, -4.77]]}

***

Entry 10:
{"formula": "C26H43FeN3O3P", "method": "wB97M-V/def2-TZVPD", "multiplicity": 6, "charge": 2, "s_squared": 8.78, "energy_ev": -81931.0121, "symbols": ["C", "N", "C", "C", "C", "C", "Fe", "C", "O", "C", "N", "C", "C", "C", "P", "C", "C", "C", "C", "C", "C", "C", "C", "C", "C", "H", "H", "H", "H", "H", "H", "H", "H", "H", "H", "H", "H", "H", "H", "H", "H", "H", "H", "H", "H", "H", "H", "H", "H", "H", "H", "H", "H", "H", "H", "H", "H", "H", "H", "C", "H", "H", "H", "O", "H", "O", "N", "C", "C", "C", "C", "C", "H", "H", "H", "H", "H"], "coordinates": [[1.07, 2.43, -0.22], [1.00, 1.50, 0.73], [1.45, 1.78, 1.97], [2.02, 3.01, 2.29], [2.12, 3.98, 1.30], [1.63, 3.69, 0.02], [0.33, -0.61, 0.44], [-0.18, -2.19, -0.12], [-0.73, -3.24, -0.25], [1.37, 0.66, 2.96], [0.26, -0.28, 2.68], [-1.04, 0.22, 3.22], [-1.49, 1.58, 2.75], [0.47, 2.02, -1.56], [0.42, 0.19, -1.83], [2.07, -0.18, -2.69], [2.11, 0.32, -4.15], [-1.05, -0.03, -2.98], [-1.03, -1.47, -3.54], [-2.36, 0.14, -2.21], [-1.07, 1.01, -4.11], [3.17, 0.53, -1.89], [2.28, -1.70, -2.68], [0.51, -1.68, 3.20], [1.64, -1.78, 4.20], [2.35, 3.15, 3.32], [2.56, 4.95, 1.51], [1.68, 4.39, -0.81], [0.99, 2.56, -2.38], [-3.21, 0.17, -2.91], [-2.53, -0.71, -1.55], [-2.38, 1.07, -1.65], [-2.08, 1.00, -4.56], [-0.89, 2.03, -3.74], [-0.35, 0.79, -4.91], [-2.04, -1.72, -3.90], [-0.34, -1.58, -4.40], [-0.76, -2.22, -2.78], [3.16, 0.26, -4.51], [1.51, -0.30, -4.84], [1.80, 1.37, -4.26], [3.29, 1.57, -2.21], [2.98, 0.51, -0.81], [4.13, 0.01, -2.03], [1.74, -2.22, -3.48], [3.36, -1.91, -2.82], [1.99, -2.16, -1.72], [2.32, 0.12, 2.88], [1.27, 1.07, 3.99], [-1.79, -0.54, 2.95], [-1.00, 0.20, 4.33], [0.71, -2.32, 2.32], [-0.43, -2.06, 3.63], [1.56, -1.01, 4.98], [1.59, -2.75, 4.69], [2.62, -1.70, 3.71], [-2.55, 1.70, 2.99], [-0.92, 2.38, 3.23], [-1.40, 1.70, 1.67], [2.96, -2.16, 0.70], [3.48, -2.41, 1.64], [3.71, -2.09, -0.12], [2.30, -3.02, 0.47], [2.23, -0.95, 0.81], [-0.59, 2.36, -1.57], [-1.55, 0.02, 0.50], [-2.82, -0.42, 0.84], [-2.99, -1.70, 1.31], [-4.28, -2.16, 1.47], [-5.32, -1.22, 1.51], [-5.07, 0.14, 1.26], [-3.81, 0.52, 0.85], [-2.08, -2.30, 1.47], [-4.41, -3.24, 1.50], [-6.33, -1.54, 1.85], [-5.84, 0.92, 1.41], [-3.48, 1.54, 0.64]]}

***

Entry 11:
{"formula": "C6H12O2", "method": "wB97M-V/def2-TZVPD", "multiplicity": 1, "e_above_lowest_kj_mol": 156.53, "charge": 0, "energy_ev": -10510.6847, "smiles": "CC(C)(C)OCC=O", "symbols": ["C", "C", "C", "C", "O", "C", "C", "O", "H", "H", "H", "H", "H", "H", "H", "H", "H", "H", "H", "H"], "coordinates": [[-1.26, 1.45, 0.23], [-0.51, 0.12, 0.40], [0.80, 0.34, 1.13], [-1.37, -0.91, 1.13], [-0.35, -0.37, -1.01], [0.81, -1.09, -1.37], [1.71, -0.03, -1.96], [2.67, 0.46, -1.40], [-0.62, 2.18, -0.25], [-1.57, 1.83, 1.20], [-2.13, 1.29, -0.39], [1.25, -0.59, 1.48], [0.64, 0.99, 1.99], [1.54, 0.83, 0.46], [-1.51, -0.63, 2.17], [-2.33, -1.00, 0.64], [-0.88, -1.88, 1.10], [0.52, -1.81, -2.14], [1.28, -1.60, -0.52], [1.30, 0.41, -2.89]]}

***

Entry 12:
{"formula": "C6H10N2O2", "method": "wB97M-V/def2-TZVPD", "multiplicity": 1, "e_above_lowest_kj_mol": 601.35, "charge": 0, "energy_ev": -13453.7089, "smiles": "C[C@@H]1C(=O)N(C)C(=O)N1C", "symbols": ["C", "C", "C", "O", "N", "C", "C", "O", "N", "C", "H", "H", "H", "H", "H", "H", "H", "H", "H", "H"], "coordinates": [[-1.72, 1.38, -0.25], [-1.13, 0.05, -0.42], [-0.80, -0.65, 0.99], [-1.60, -0.76, 1.85], [0.53, -0.77, 1.03], [1.33, -1.37, 2.25], [1.24, -0.39, -0.13], [2.47, -0.47, -0.35], [0.28, 0.10, -1.01], [0.54, 0.52, -2.33], [-3.01, 1.41, 0.06], [-1.76, 1.73, -1.19], [-1.51, 2.11, 0.28], [-1.47, -0.69, -0.76], [2.42, -0.80, 2.30], [1.01, -0.91, 3.34], [1.43, -2.31, 2.40], [0.46, 1.45, -2.50], [1.43, 0.50, -2.47], [-0.14, -0.11, -3.10]]}